[1]
C21H33N3O5S | ωB97M-V/def2-TZVPD

Geometry as XYZ:
```
63
Properties=species:S:1:pos:R:3:forces:R:3
C -5.754336 -1.371186 -0.716409 0.19 -0.10 -0.04
C -4.385231 -2.011305 -0.903927 -0.38 0.28 0.25
C -3.456650 -1.708395 0.258458 -0.18 -0.12 -0.24
O -3.807239 -0.993052 1.176452 -0.04 -0.02 -0.05
C -2.106376 -2.302048 0.212683 0.49 -0.01 0.37
C -1.267447 -2.101533 1.309643 -0.29 -0.06 -0.18
C 0.035259 -2.545442 1.315236 0.33 -0.20 0.01
C 0.547191 -3.199558 0.196313 -0.29 -0.08 -0.06
C -0.300609 -3.454908 -0.884711 0.31 -0.07 0.05
C -1.602010 -3.012462 -0.879504 -0.11 0.13 0.15
H -2.216723 -3.202120 -1.745563 -0.07 -0.02 -0.08
H 0.104520 -3.979942 -1.735775 0.04 -0.05 -0.10
O 1.829872 -3.628147 0.060766 -0.30 -0.14 -0.36
C 2.812381 -3.093187 0.923074 0.23 0.41 0.37
H 3.730519 -3.628341 0.670192 -0.07 0.01 0.05
H 2.577662 -3.296220 1.974417 0.01 0.03 -0.12
C 2.981713 -1.566062 0.729071 0.09 -0.41 -0.33
O 3.151259 -0.935510 1.981349 0.15 0.21 0.24
H 2.311457 -0.505297 2.207539 0.12 -0.10 -0.08
C 4.168937 -1.235827 -0.200134 -0.34 -0.07 0.19
N 4.135384 0.035034 -0.886060 -0.26 0.03 0.24
C 3.129380 0.175844 -1.933235 0.21 0.06 -0.27
C 2.270856 1.438708 -1.763334 -0.05 -0.17 -0.43
N 1.924247 1.655030 -0.375892 -0.59 -0.70 0.54
S 0.606496 0.807845 0.159187 0.09 0.92 -0.43
O 0.286481 -0.247104 -0.753775 -0.10 0.18 -0.22
O 0.801961 0.471025 1.547125 -0.06 0.29 0.16
N -0.572826 1.964730 -0.001095 0.50 -0.60 -0.14
C -0.441723 3.022954 0.980242 0.21 0.56 0.25
C -1.383982 4.169728 0.626867 -0.03 -0.22 0.15
C -2.820968 3.659964 0.559831 0.07 0.10 -0.27
C -2.905403 2.508827 -0.438284 0.12 -0.08 0.29
C -1.918605 1.415273 -0.046852 -0.53 -0.39 -0.23
H -1.902108 0.608439 -0.779821 -0.18 0.01 0.07
H -2.199110 0.991722 0.926934 -0.05 -0.02 -0.03
H -3.910677 2.087308 -0.451859 -0.02 -0.04 -0.06
H -2.662376 2.871225 -1.438362 -0.03 -0.01 -0.09
H -3.492970 4.467406 0.263959 -0.04 -0.01 0.08
H -3.128752 3.305118 1.545404 -0.07 0.02 0.07
H -1.289443 4.957494 1.375511 0.06 0.02 -0.02
H -1.095918 4.575813 -0.343917 0.05 0.09 -0.03
H 0.599959 3.346733 0.959828 -0.04 0.15 0.13
H -0.667806 2.638674 1.985229 0.02 0.06 -0.03
C 3.071787 1.860134 0.491041 0.27 0.11 0.52
C 4.348554 1.229835 -0.109220 -0.03 0.16 -0.13
H 5.043958 0.998743 0.697581 0.02 0.11 -0.01
H 4.823583 1.963255 -0.772399 0.05 0.07 0.17
H 3.224285 2.939849 0.623744 0.04 -0.09 0.03
H 2.836429 1.423668 1.459517 0.21 0.13 -0.05
H 2.801279 2.327285 -2.116749 -0.10 -0.02 0.00
H 1.338212 1.334462 -2.315368 0.17 0.10 -0.27
H 2.465310 -0.691249 -1.931924 0.05 0.02 -0.03
H 3.638768 0.218641 -2.907250 -0.23 -0.01 -0.05
H 4.230388 -2.009089 -0.970591 0.04 -0.10 0.07
H 5.083184 -1.266244 0.398387 0.03 -0.16 -0.01
H 2.065867 -1.205235 0.250619 0.20 -0.21 0.04
H 0.648632 -2.348857 2.179326 0.13 0.01 0.06
H -1.658908 -1.569893 2.164066 -0.02 0.06 0.05
H -4.483836 -3.095230 -0.995836 0.12 -0.02 -0.10
H -3.918320 -1.636601 -1.817847 0.08 -0.12 -0.06
H -5.654484 -0.292492 -0.625853 -0.07 0.08 0.03
H -6.220022 -1.741728 0.193121 -0.08 0.04 0.05
H -6.400919 -1.596517 -1.561144 -0.06 0.00 -0.06
```
Positions in Å, forces in eV/Å.

- Total charge: 0
- SMILES string: CCC(=O)c1ccc(OC[C@@H](O)CN2CCN(S(=O)(=O)N3CCCCC3)CC2)cc1
- Electronic energy: -1758.64289 hartree

These are the natural (NBO) partial charges, in e, on atoms 1 to 8:
1. C -0.598
2. C -0.509
3. C 0.570
4. O -0.572
5. C -0.151
6. C -0.138
7. C -0.331
8. C 0.424


[2]
C21H33N6OPS3SiSr | ωB97M-V/def2-TZVPD

Geometry as XYZ:
```
67
Properties=species:S:1:pos:R:3:forces:R:3
Sr 0.046136 -0.768446 0.646900 1.84 -0.86 0.19
C -2.462864 0.141154 4.523200 0.18 0.20 -0.30
C -1.898064 0.189654 3.125300 0.83 0.16 1.38
N -0.620364 0.260054 2.923200 -0.46 0.24 -0.64
N 0.140036 0.491554 3.996800 -0.42 0.45 1.37
C 1.441336 0.437954 3.934800 0.00 -0.25 -0.02
N 2.071436 0.858054 5.097000 0.09 0.11 0.13
S 2.472436 -0.149646 2.729600 0.16 -0.29 -0.76
C -2.774764 0.122654 1.971800 -0.80 0.02 -0.59
C -4.074464 0.654554 1.974200 0.34 -0.04 0.24
C -4.823264 0.609854 0.816900 0.04 -0.10 -0.27
C -4.286864 0.009354 -0.312700 -0.18 0.06 0.23
C -3.003764 -0.503446 -0.224000 -0.68 0.04 -0.61
N -2.278664 -0.440046 0.866600 -1.21 0.26 0.70
H -2.413964 -0.892146 4.865700 0.02 -0.11 0.08
H -3.492164 0.474654 4.580800 -0.18 0.02 -0.03
H -1.829864 0.740554 5.173300 -0.04 -0.01 0.07
H 1.561636 1.539354 5.638500 -0.02 -0.06 0.00
H 3.062636 1.009554 4.982800 -0.21 0.05 0.02
H -4.474164 1.134154 2.856900 0.06 -0.04 0.02
H -5.807764 1.061054 0.786400 -0.03 -0.04 0.02
H -4.831664 -0.030746 -1.242800 -0.03 -0.08 -0.08
H -2.534864 -0.978046 -1.071300 0.11 -0.18 -0.23
S -0.266164 -3.123546 2.359200 0.09 -0.14 0.24
C -1.586464 -3.816146 1.477600 1.02 0.49 -1.39
C -2.549564 -4.425546 2.280700 -1.36 -0.82 0.93
N -3.339264 -4.901246 2.979600 0.11 0.04 -0.12
C -1.745264 -3.838346 0.102700 0.78 0.58 1.25
S -0.722664 -3.099346 -1.076500 0.56 0.26 -0.44
C -2.838264 -4.491946 -0.466500 -1.35 -0.79 -0.59
N -3.714164 -5.010246 -1.016300 0.02 0.00 0.14
C -1.317064 0.803454 -3.479400 0.18 0.21 0.43
Si -0.820864 1.854754 -1.941900 -0.73 1.28 -1.40
C -2.418264 2.790754 -1.433800 0.38 -0.28 -0.02
C 0.292236 3.289154 -2.606200 -0.23 -0.45 0.16
O -0.131464 1.043754 -0.805800 0.19 -0.17 0.43
H -0.816364 1.130654 -4.388800 0.09 0.12 -0.14
H -2.389464 0.843054 -3.660400 -0.19 0.04 -0.03
H -1.057064 -0.240346 -3.325100 0.06 -0.24 0.09
H -2.820564 3.400554 -2.240900 0.02 0.09 -0.25
H -2.223964 3.449254 -0.590100 0.08 0.11 0.19
H -3.194064 2.093954 -1.133100 -0.11 -0.06 0.06
H -0.123664 3.767854 -3.489700 -0.20 0.07 -0.18
H 1.287536 2.941854 -2.868500 0.25 -0.12 -0.06
H 0.412136 4.054654 -1.843700 0.01 0.15 0.22
C 4.103836 2.225554 -1.024300 -0.18 -0.09 0.07
C 2.889836 1.556954 -0.390500 0.03 -0.02 0.00
P 2.474436 -0.171946 -0.894200 1.22 0.21 -0.43
C 4.113536 -1.024546 -0.599200 -0.31 0.08 -0.11
C 3.912836 -2.508246 -0.313100 0.02 0.09 0.09
C 2.475536 -0.014246 -2.738300 0.03 -0.08 0.23
C 2.225436 -1.351746 -3.416900 -0.02 0.11 0.01
H 4.296536 3.178754 -0.530100 0.07 0.09 -0.01
H 3.936836 2.427154 -2.080000 0.06 0.02 -0.15
H 4.994336 1.607754 -0.922100 0.15 -0.03 -0.04
H 1.983736 2.129754 -0.588300 -0.02 0.01 0.09
H 3.015736 1.512354 0.694600 -0.09 0.01 -0.05
H 4.549236 -0.557846 0.288100 0.09 0.11 -0.07
H 4.788036 -0.884846 -1.451300 0.06 0.12 0.09
H 3.241036 -2.628846 0.538100 -0.01 -0.13 -0.01
H 4.865736 -2.982846 -0.074900 0.04 -0.13 0.03
H 3.471136 -3.023246 -1.163400 -0.08 -0.10 -0.02
H 3.419636 0.419454 -3.085600 -0.08 0.08 0.03
H 1.657236 0.666054 -2.969200 0.02 0.15 -0.08
H 3.021936 -2.056146 -3.189100 0.08 -0.15 -0.03
H 2.169136 -1.232646 -4.499300 -0.01 -0.06 -0.09
H 1.288836 -1.775246 -3.064000 -0.12 -0.18 0.00
```
Positions in Å, forces in eV/Å.

- Total charge: -2
- Electronic energy: -3080.15591 hartree

These are the natural (NBO) partial charges, in e, on atoms 1 to 8:
1. Sr 1.707
2. C -0.681
3. C 0.191
4. N -0.267
5. N -0.485
6. C 0.282
7. N -0.821
8. S -0.489


For each record above, in turn, the calculated relative energy (zero: lowest compared OMol25 entry of this formula, charge and spin) values are 189.3 72.3 kJ/mol.